Entry 1:
Entry from OMol25: a molecular structure, C8H14NO4S at a distorted geometry (the ωB97M-V functional and the def2-TZVPD basis).

Output
Energy in eV: -29038.1368
Orbital gap in eV: 8.1
E_LUMO in eV: 3.40
HOMO in eV: -4.72
ΔE to the lowest compared entry with this formula, charge and spin in kcal/mol: 53.2
Total charge: -1

Positions of all 28 atoms, in Å:
C: -3.573 -0.662 -0.806
C: -3.159 -0.530 0.406
C: -1.770 -0.090 0.807
C: 2.638 -0.519 1.410
C: -0.164 2.338 -0.771
C: 1.218 -0.146 1.598
C: 1.022 1.317 -0.540
C: 0.560 0.058 0.153
N: -0.792 -0.268 -0.129
O: 1.203 -3.060 -0.624
O: -1.542 0.218 1.958
O: 2.644 -1.309 -1.758
O: 0.164 -1.430 -2.222
S: 1.275 -1.675 -1.228
H: -4.593 -1.025 -0.878
H: -2.976 -0.392 -1.643
H: -3.867 -0.615 1.263
H: 2.779 -1.195 0.534
H: 3.156 0.339 1.111
H: 3.045 -0.908 2.244
H: 0.057 3.333 -1.171
H: -0.758 1.880 -1.545
H: -0.811 2.314 0.094
H: 1.035 0.799 2.083
H: 0.735 -0.975 2.196
H: 1.781 1.910 0.037
H: 1.463 0.975 -1.531
H: -0.770 -0.681 -1.048

=====

Entry 2:
Entry from OMol25: C4H8S3 in the gas phase at a distorted geometry (the ωB97M-V functional and the def2-TZVPD basis).

Output
Energy in eV: -36781.6037
Orbital gap in eV: 8.6
E_LUMO in eV: -0.18
HOMO in eV: -8.82
ΔE to the lowest compared entry with this formula, charge and spin in kcal/mol: 38.0
SMILES: CSC(=S)CCS

Positions of all 15 atoms, in Å:
C: 0.916 0.857 -0.495
C: 1.986 -0.242 0.019
C: -0.662 0.687 -0.314
C: -2.994 -0.658 -0.248
S: 3.992 -0.114 -0.317
S: -1.529 2.034 -0.154
S: -1.201 -0.962 -0.355
H: 1.142 1.826 0.062
H: 1.196 1.090 -1.526
H: 2.040 -0.292 1.021
H: 1.816 -1.306 -0.315
H: -3.533 -1.200 -0.974
H: -3.291 0.486 -0.353
H: -3.313 -1.162 0.681
H: 3.730 0.498 -1.493

=====

Entry 3:
Entry from OMol25: C3H7NO in the gas phase at a distorted geometry (the ωB97M-V functional and the def2-TZVPD basis).

Output
Energy in eV: -6762.0288
Orbital gap in eV: 10.4
E_LUMO in eV: 0.91
HOMO in eV: -9.51
ΔE to the lowest compared entry with this formula, charge and spin in kcal/mol: 16.6
SMILES: CNC(C)=O

Positions of all 12 atoms, in Å:
C: 1.584 -0.221 0.084
C: -0.994 -0.513 -0.001
C: -1.189 0.994 -0.036
H: 1.327 0.834 -0.228
H: 2.416 -0.673 -0.618
H: 1.948 -0.257 1.162
H: 0.406 -1.971 -0.166
H: -0.789 1.447 0.871
H: -0.876 1.526 -0.942
H: -2.280 1.113 -0.028
N: 0.351 -0.955 -0.174
O: -1.905 -1.325 0.075

=====

Entry 4:
Entry from OMol25: a molecular structure, C25H41N2NaO5SSi3 (the ωB97M-V functional and the def2-TZVPD basis).

Output
Energy in eV: -78694.9688
Orbital gap in eV: 5.6
E_LUMO in eV: 0.09
HOMO in eV: -5.47
ΔE to the lowest compared entry with this formula, charge and spin in kcal/mol: 52.3

Positions of all 78 atoms, in Å:
Na: -0.787 -1.095 -0.561
O: -3.476 -4.980 0.112
C: -2.801 -3.824 -0.036
O: -2.432 -3.456 -1.132
C: -2.596 -3.068 1.239
C: -3.153 -3.523 2.402
C: -2.882 -2.746 3.569
C: -2.136 -1.625 3.493
C: -1.599 -1.182 2.207
N: -1.847 -1.966 1.090
C: -0.833 -0.061 2.156
O: -0.678 0.737 3.277
O: -0.242 0.483 1.008
H: -3.541 -5.357 -0.776
H: -3.745 -4.422 2.430
H: -3.263 -3.071 4.530
H: -1.901 -1.055 4.381
H: -1.384 1.396 3.305
C: 0.299 3.233 3.440
Si: 1.455 1.814 2.968
C: 1.673 0.587 4.375
C: 3.128 2.705 2.934
C: 1.158 0.961 1.237
Si: 2.274 -0.585 1.015
C: 4.000 -0.379 1.707
C: 2.510 -1.027 -0.799
C: 1.503 -2.091 1.813
Si: 1.424 2.261 -0.128
C: 0.725 3.947 0.273
C: 3.230 2.462 -0.600
C: 0.524 1.934 -1.784
C: 1.236 1.757 -2.973
C: 0.609 1.958 -4.193
C: -0.727 2.315 -4.202
C: -1.387 2.400 -2.985
N: -0.795 2.218 -1.808
H: -0.177 3.008 4.398
H: -0.487 3.409 2.706
H: 0.853 4.167 3.556
H: 1.092 0.932 5.235
H: 2.720 0.523 4.678
H: 1.312 -0.414 4.137
H: 3.251 3.051 3.967
H: 3.172 3.590 2.301
H: 3.983 2.067 2.712
H: 4.536 0.464 1.269
H: 4.557 -1.288 1.459
H: 4.009 -0.270 2.793
H: 3.333 -0.465 -1.246
H: 1.644 -0.890 -1.449
H: 2.783 -2.087 -0.856
H: 1.236 -1.953 2.860
H: 2.239 -2.898 1.745
H: 0.597 -2.430 1.301
H: 1.180 4.430 1.135
H: -0.353 3.880 0.428
H: 0.889 4.583 -0.602
H: 3.835 2.826 0.226
H: 3.285 3.206 -1.400
H: 3.690 1.546 -0.968
H: 2.287 1.499 -2.940
H: 1.161 1.850 -5.119
H: -1.257 2.510 -5.126
H: -2.444 2.648 -2.953
O: -0.341 -1.407 -2.530
S: -1.217 -1.001 -3.684
C: -1.577 -2.516 -4.629
C: -3.098 -2.615 -4.832
C: -3.717 -1.287 -4.371
C: -2.931 -0.885 -3.134
H: -1.173 -3.315 -4.007
H: -1.014 -2.470 -5.559
H: -3.488 -3.424 -4.215
H: -3.349 -2.839 -5.867
H: -4.780 -1.378 -4.152
H: -3.614 -0.526 -5.150
H: -3.048 -1.609 -2.324
H: -3.120 0.127 -2.775

=====

Entry 5:
Entry from OMol25: C19H14FN3OS2 in the gas phase at a distorted geometry (the ωB97M-V functional and the def2-TZVPD basis).

Output
Energy in eV: -50836.0910
Orbital gap in eV: 7.6
E_LUMO in eV: 0.14
HOMO in eV: -7.44
ΔE to the lowest compared entry with this formula, charge and spin in kcal/mol: 0.7
SMILES: CNc1sc(C(=O)c2ccccc2F)c(N)c1-c1nc2ccccc2s1

Positions of all 40 atoms, in Å:
O: 0.626 1.352 3.521
F: 2.048 -2.243 2.381
N: -1.732 -0.080 -2.462
S: 2.062 -0.049 0.209
S: -3.101 1.362 -0.797
C: 1.272 0.507 2.888
C: -1.660 0.506 -1.294
C: 0.911 0.417 1.424
C: -0.417 0.409 -0.497
C: -0.336 0.622 0.924
C: 0.791 0.040 -0.986
C: 4.515 -1.403 4.980
C: -4.580 0.005 -4.891
C: -5.447 0.787 -4.145
C: 4.173 -0.116 5.297
C: 3.779 -2.075 3.980
C: -3.292 -0.284 -4.368
C: -5.095 1.251 -2.865
C: 3.119 0.537 4.593
C: 2.724 -1.492 3.274
C: -2.954 0.176 -3.082
C: -3.846 0.927 -2.309
C: 2.425 -0.147 3.564
N: -1.342 1.035 1.743
N: 0.963 -0.289 -2.329
C: 2.256 -0.691 -2.904
H: 5.320 -1.968 5.494
H: -4.903 -0.289 -5.878
H: -6.400 1.066 -4.659
H: 4.785 0.465 6.028
H: 4.075 -3.088 3.686
H: -2.616 -0.895 -4.923
H: -5.810 1.883 -2.342
H: 2.901 1.586 4.778
H: -0.956 1.388 2.644
H: -2.097 1.512 1.308
H: 0.096 -0.354 -2.855
H: 2.961 0.160 -2.875
H: 2.674 -1.496 -2.308
H: 2.107 -1.035 -3.949